ORCA calculation (ωB97M-V/def2-TZVPD) on a single C24H28FN3O5 molecule.

Each line ends with the Mulliken charge.
CARTESIAN COORDINATES (ANGSTROEM)
1 C 2.0823 -2.4056 -0.0188  0.030
2 C 2.9231 -1.7288 0.8667  -0.040
3 C -0.0227 -1.0545 0.1488  0.635
4 C 2.6660 -3.4055 -0.8022  0.419
5 H 0.0793 -3.0496 -0.4326  0.397
6 H 5.7494 -0.1816 -0.3660  -0.055
7 H 5.5871 2.6137 -1.6055  0.308
8 C -8.3436 -1.5623 1.1246  -0.956
9 C 4.0067 -3.7219 -0.7413  -0.696
10 H -8.4774 0.8204 -1.5318  0.246
11 H 2.5079 -0.9697 1.5083  0.376
12 C -4.4905 0.7398 -0.5740  -0.810
13 C 4.4660 2.5103 0.7988  -0.688
14 C -3.6337 -0.1323 0.0859  0.106
15 H 4.8889 -1.5441 1.6754  0.472
16 C -4.1818 -1.1429 0.8660  -1.149
17 O 0.5877 0.6368 1.7122  -0.681
18 C -2.1731 0.0977 -0.0349  0.455
19 H 0.8104 2.9624 -0.7736  0.331
20 C 0.6501 -2.1850 -0.1104  -0.744
21 C -7.9461 1.6913 -1.1432  -0.742
22 C 0.5932 0.2664 0.5574  -0.358
23 C 1.5768 2.3087 -0.3399  -0.701
24 O -6.5470 1.5407 -1.2411  -0.450
25 H 3.0920 3.6479 -1.0809  0.386
26 C 5.1328 1.6522 -1.3035  -0.804
27 H 3.6314 2.6230 1.4907  0.346
28 N 4.0048 1.8501 -0.4109  0.558
29 H 7.0693 0.6768 -1.2204  0.411
30 H 5.0964 0.7031 1.7713  -0.036
31 N 1.1638 0.9320 -0.4636  0.381
32 F 1.8844 -4.0934 -1.6711  -0.353
33 C 4.8126 -3.0394 0.1538  -0.377
34 H 5.9589 2.1666 2.3332  0.409
35 H 4.8794 3.5109 0.5724  0.294
36 H 2.8273 2.2000 -2.0744  0.454
37 O 6.6293 1.4180 0.5936  -0.431
38 H -3.5576 -1.8091 1.4422  0.495
39 C -5.5550 -1.2736 0.9533  -0.541
40 C 6.1854 0.8026 -0.5922  -0.171
41 H 1.0417 0.5762 -1.3987  0.313
42 H 5.8612 -3.2837 0.2274  0.421
43 H -4.0783 1.5437 -1.1627  0.482
44 H -8.0464 -2.5607 0.7883  0.356
45 C -6.4206 -0.4250 0.2706  1.392
46 C 2.9089 2.5593 -1.0443  -1.149
47 N -1.4111 -1.0367 0.1014  -0.097
48 O -1.6838 1.1841 -0.2647  -0.610
49 H -1.8791 -1.9325 0.0885  0.370
50 O -7.7819 -0.5545 0.3203  -0.446
51 H 4.3989 -4.4985 -1.3790  0.445
52 H 1.6400 2.5169 0.7285  0.365
53 H -8.2610 1.8788 -0.1146  0.292
54 C 4.2637 -2.0528 0.9572  -0.693
55 H -5.9565 -2.0607 1.5709  0.405
56 C -5.8726 0.6168 -0.5082  0.408
57 H 4.7930 1.1263 -2.1985  0.458
58 H -8.0759 -1.4350 2.1782  0.367
59 C 5.5450 1.6568 1.4613  -0.349
60 H -8.1783 2.5617 -1.7567  0.290
61 H -9.4214 -1.4526 1.0125  0.256

Total charge: 0
SMILES: COc1ccc(C(=O)N/C(=C/c2ccccc2F)C(=O)NCCN2CCOCC2)cc1OC
Gap between HOMO and LUMO: 8.560 eV
Total energy: -1571.6553 hartree
ΔE to the lowest compared entry with this formula, charge and spin: 74.4 kcal per mole
E_LUMO: 0.440 eV
Maximum force: 0.61 eV/A